# C2H2FIS

A 2-piece molecular cluster, C2H2FIS overall in a non-equilibrium geometry (ωB97M-V with the def2-TZVPD basis set, OMol25).

```
! wB97M-V def2-TZVPD RIJCOSX def2/J DEFGRID3
* xyz 0 1
C 0.32 0.32 -0.15
H -0.09 -0.03 -0.99
H -0.02 -0.35 0.59
F -2.04 0.88 0.23
C 0.08 1.75 -0.06
S 0.01 3.25 -0.04
I 2.55 0.10 0.02
*
```

Calculated values
energy above the lowest of the compared OMol25 structures with the same formula, charge and spin: 62.7 kcal/mol
Kohn-Sham gap: 7.9 eV
E: -23756.1377 eV
E_LUMO: -0.06336 Eh

Results of the natural (NBO) charge analysis, in e, for atoms 1 through 6: atom 1 (C): -0.57, atom 2 (H): 0.28, atom 3 (H): 0.31, atom 4 (F): -0.74, atom 5 (C): 0.11, atom 6 (S): 0.53